# 1
ORCA calculation (ωB97M-V/def2-TZVPD) on an isolated molecule of C4H5NO at a distorted geometry.

The geometry in XYZ format:
```
11
Properties=species:S:1:pos:R:3:forces:R:3:mulliken_charge:R:1
C -0.656 0.335 -0.943 1.949 0.472 -0.253 -0.6440
N -0.874 -0.703 0.017 0.366 -0.252 0.313 -0.2085
C -0.058 -0.895 1.150 -0.487 -0.513 -0.264 0.4928
O -0.185 -1.871 1.852 0.178 0.341 -0.025 -0.5631
C 0.964 0.146 1.218 0.001 0.117 -0.738 -0.2027
C 1.467 0.923 0.418 0.697 0.205 2.091 -0.3752
H -1.088 0.055 -1.916 0.317 0.172 0.391 0.3343
H 0.568 0.525 -0.951 -2.791 -0.533 -1.123 0.1720
H -1.031 1.305 -0.598 -0.179 -0.268 -0.174 0.2781
H -1.115 -1.608 -0.370 -0.234 0.139 0.146 0.2834
H 2.007 1.788 0.122 0.183 0.121 -0.364 0.4328
```
Forces are in eV/Å.

SMILES: C#CC(=O)NC
LUMO level (eV): 0.56
Orbital gap (Eh): 0.37733
ΔE to the lowest compared entry with this formula, charge and spin (eV): 3.1793
HOMO energy (Eh): -0.3566

---

# 2
ORCA calculation (ωB97M-V/def2-TZVPD) on a 13-piece molecular cluster, C78H78 overall at a distorted geometry.

The geometry in XYZ format:
```
156
Properties=species:S:1:pos:R:3:forces:R:3:mulliken_charge:R:1
C -2.362 2.479 -2.250 -2.009 -0.071 0.615 0.8167
C -1.755 3.697 -2.328 1.968 1.694 -1.360 -0.0971
C -2.456 4.843 -2.758 -1.395 -0.776 0.671 -0.7346
C -3.840 4.800 -3.059 2.700 -2.294 1.156 -0.8414
C -4.458 3.560 -2.893 -0.769 -0.396 -0.102 -0.6045
C -3.768 2.445 -2.384 0.310 0.763 -0.966 -0.4180
H -1.821 1.590 -2.011 0.339 -0.360 0.295 -0.2824
H -0.629 3.790 -2.260 -1.412 -0.209 0.208 0.2741
H -1.995 5.801 -2.759 0.624 0.503 -0.184 0.5123
H -4.303 5.693 -3.305 -1.134 1.303 -0.731 0.5774
H -5.507 3.397 -3.219 0.655 0.329 0.616 0.3403
H -4.358 1.570 -2.175 0.181 -0.337 -0.174 0.4743
C 0.319 -6.342 2.107 0.233 0.448 -0.403 -0.6193
C 1.162 -5.521 2.805 0.899 -0.370 1.477 -1.0201
C 1.359 -4.200 2.481 -0.094 0.634 0.979 -0.5033
C 0.630 -3.608 1.485 -0.951 -0.845 -1.007 1.1468
C -0.294 -4.414 0.796 0.839 -0.006 -0.682 0.0041
C -0.390 -5.800 1.076 -0.023 2.522 -0.314 -0.7916
H 0.269 -7.378 2.293 -0.157 -0.992 0.429 0.5259
H 1.668 -5.922 3.682 0.123 0.044 -0.235 0.3133
H 1.976 -3.572 3.107 0.378 -0.099 -0.014 0.5110
H 0.795 -2.576 1.209 -0.163 0.078 0.051 -0.2543
H -0.775 -3.961 -0.087 -0.145 -0.490 0.604 0.3146
H -1.050 -6.377 0.514 -1.030 -0.951 -0.957 0.3532
C 2.835 -3.035 -4.059 0.524 0.282 -0.242 -0.5387
C 3.519 -2.666 -2.933 0.524 -0.193 1.650 -0.4857
C 3.349 -3.345 -1.688 0.770 1.058 -0.769 -0.3278
C 2.462 -4.389 -1.676 -1.256 -1.319 -0.080 0.2536
C 1.798 -4.774 -2.841 0.144 0.107 -0.460 -0.6675
C 2.001 -4.101 -4.053 -1.913 -1.580 1.254 -0.5009
H 2.995 -2.532 -4.975 0.191 0.706 -0.732 0.4616
H 4.207 -1.844 -3.044 0.217 0.150 0.355 0.5312
H 3.923 -3.059 -0.789 -0.447 -0.070 -0.801 0.1681
H 2.121 -5.003 -0.831 0.846 0.659 0.216 0.2847
H 1.136 -5.635 -2.762 -0.014 0.259 -0.227 0.4274
H 1.354 -4.362 -4.882 0.396 -0.045 -0.271 0.3640
C 1.782 8.067 2.079 0.124 1.426 -0.194 -0.3893
C 1.735 6.724 1.775 0.781 -0.486 1.583 -0.3308
C 1.529 6.233 0.502 -0.568 1.527 -0.482 0.1231
C 1.429 7.145 -0.553 0.905 0.408 0.239 -0.3092
C 1.621 8.544 -0.274 -1.742 -0.246 -0.245 -0.6328
C 1.637 9.022 1.035 0.050 -0.775 0.519 -0.2813
H 1.973 8.407 3.116 -0.351 -0.324 -0.736 0.3184
H 1.946 6.028 2.602 -0.394 0.197 -0.442 0.3312
H 1.316 5.197 0.383 0.177 -0.661 -0.357 0.2467
H 1.288 6.699 -1.552 0.033 0.826 0.406 0.3886
H 1.452 9.355 -0.999 0.312 -0.906 -0.237 0.2816
H 1.452 10.105 1.225 0.638 -1.007 -0.069 0.3282
C -5.668 -2.100 -1.336 -1.022 1.002 0.739 -0.7276
C -5.402 -2.163 -2.666 1.407 -0.196 -1.409 -0.6986
C -4.261 -1.478 -3.087 0.419 0.105 0.000 -0.6722
C -3.426 -0.833 -2.198 -0.003 -0.800 0.909 -0.8533
C -3.700 -0.791 -0.844 -1.088 0.200 0.322 0.8422
C -4.904 -1.333 -0.450 -0.961 -0.605 1.358 -0.4991
H -6.646 -2.429 -1.070 -0.381 -0.625 0.782 0.4343
H -5.957 -2.805 -3.364 0.011 0.609 0.397 0.3866
H -3.925 -1.386 -4.091 -0.200 -0.441 -0.958 0.4432
H -2.479 -0.479 -2.484 0.913 0.694 -0.857 0.4322
H -3.134 -0.240 -0.108 0.429 0.047 -0.165 0.6171
H -5.299 -1.198 0.592 0.612 -0.224 -1.017 0.3216
C -2.232 3.463 3.463 -0.692 -0.607 -2.064 -0.8378
C -3.167 2.513 3.904 -0.178 0.056 0.260 -0.4955
C -4.058 1.879 3.003 0.089 -0.235 0.235 -0.1895
C -4.077 2.182 1.645 0.410 0.788 2.117 -0.6048
C -3.226 3.185 1.279 0.774 0.480 -2.915 0.0208
C -2.226 3.745 2.074 -1.321 0.736 0.350 -0.4542
H -1.551 3.990 4.098 0.109 0.064 0.480 0.6381
H -3.236 2.351 4.993 -0.041 -0.245 -0.714 0.2830
H -4.811 1.152 3.285 0.186 0.011 0.775 0.4224
H -4.849 1.841 0.997 -0.302 -0.481 -0.444 0.5989
H -3.342 3.495 0.206 0.510 0.040 1.112 0.2185
H -1.739 4.603 1.584 0.429 -0.565 0.703 0.4836
C 0.402 -0.772 4.489 0.901 0.613 1.019 -0.2135
C 1.312 -0.933 5.565 -0.079 -2.339 -1.097 -0.3784
C 1.554 0.034 6.516 -0.160 0.474 0.123 -0.8076
C 0.953 1.282 6.360 -0.398 -0.909 -0.788 -0.4751
C 0.058 1.473 5.321 -0.321 0.741 -0.819 -0.3380
C -0.188 0.493 4.367 -0.065 -1.497 -0.119 0.4518
H 0.200 -1.635 3.826 0.106 0.826 0.274 0.3257
H 1.828 -1.936 5.577 -0.540 1.182 0.448 0.2906
H 2.133 -0.155 7.419 0.250 -0.075 -0.436 0.3821
H 1.200 2.090 6.988 0.060 0.738 0.922 0.4842
H -0.478 2.419 5.172 0.497 -0.294 0.310 -0.0667
H -0.862 0.625 3.530 -0.191 0.421 0.148 0.2715
C -3.066 -1.720 4.607 -0.146 -0.976 0.827 -0.1254
C -3.107 -1.751 3.239 0.279 -0.295 -1.006 -0.7610
C -2.889 -2.945 2.508 -0.247 1.057 0.115 0.1677
C -2.692 -4.105 3.195 0.725 -0.842 0.434 -0.3973
C -2.614 -4.033 4.580 0.035 -0.593 1.107 -0.5923
C -2.784 -2.905 5.346 -0.470 2.070 -2.260 -1.0726
H -3.316 -0.796 5.103 0.261 0.225 0.221 0.3888
H -3.236 -0.805 2.726 -0.160 -0.082 -0.210 0.3545
H -2.851 -2.951 1.431 -0.113 0.197 -0.249 0.6255
H -2.437 -5.079 2.732 -0.442 0.868 0.076 0.5411
H -2.403 -4.919 5.122 0.251 -0.976 0.299 0.3740
H -2.677 -2.794 6.400 0.023 -0.562 0.635 0.4780
C -4.062 -7.746 0.119 0.912 2.885 -1.667 -0.4539
C -4.605 -6.521 0.584 0.744 -2.930 1.331 -0.6797
C -4.218 -5.367 0.005 -0.026 1.228 -0.112 -0.0135
C -3.404 -5.308 -1.127 -0.531 -1.446 0.231 -0.3138
C -2.913 -6.499 -1.673 0.781 -0.120 0.803 -0.5654
C -3.158 -7.701 -0.979 -1.482 -0.835 -0.227 -0.5051
H -4.351 -8.609 0.612 -0.204 -1.814 0.635 0.5134
H -5.139 -6.548 1.561 0.092 0.239 -1.063 0.2984
H -4.580 -4.514 0.546 0.065 0.901 -0.447 0.5402
H -3.247 -4.377 -1.586 0.443 1.134 -0.550 0.5295
H -2.189 -6.510 -2.515 -0.842 0.123 0.524 0.3119
H -2.835 -8.658 -1.437 0.087 0.722 0.543 0.3261
C 4.324 -2.666 1.799 1.042 0.063 -0.905 -0.0670
C 5.209 -2.484 2.858 -1.792 0.751 -0.548 -0.9846
C 5.067 -1.344 3.640 1.643 0.146 1.228 -0.2832
C 4.194 -0.295 3.377 -0.583 -1.971 -1.034 -1.2214
C 3.368 -0.515 2.253 0.388 0.819 0.100 0.0495
C 3.479 -1.632 1.426 -0.835 -0.053 0.657 0.5461
H 4.428 -3.534 1.144 -0.145 0.044 0.379 0.5333
H 5.929 -3.222 3.077 0.699 -0.682 0.384 0.4871
H 5.768 -1.295 4.492 -0.507 0.260 -0.349 0.2879
H 4.099 0.522 4.074 -0.097 0.242 -0.215 0.5500
H 2.654 0.230 1.964 -0.333 0.368 -0.018 0.4585
H 2.777 -1.744 0.584 0.553 0.168 0.401 -0.2954
C 1.193 4.459 -6.633 -0.503 -0.949 0.735 -0.6908
C -0.157 4.613 -6.934 0.786 0.588 -0.462 -0.1732
C -1.122 3.802 -6.376 0.221 0.239 -0.816 -0.7237
C -0.695 2.833 -5.517 0.474 -1.168 0.533 -0.0040
C 0.649 2.531 -5.294 0.769 1.184 0.261 -0.6477
C 1.606 3.416 -5.801 -0.959 -0.062 -1.121 -0.2870
H 1.958 5.044 -7.091 0.182 0.603 -0.330 0.4178
H -0.379 5.358 -7.668 -0.468 0.364 -0.304 0.3849
H -2.154 3.778 -6.727 0.175 0.491 0.388 0.3873
H -1.459 2.268 -5.058 -0.573 -0.956 0.494 0.4664
H 1.034 1.706 -4.704 -0.594 -0.074 0.096 0.3826
H 2.661 3.242 -5.776 0.483 -0.272 0.578 0.4891
C 6.718 2.148 -3.725 -0.593 -0.899 -1.372 -0.6222
C 5.734 1.418 -3.088 -0.325 -0.950 2.347 -0.0188
C 5.470 1.528 -1.679 0.928 0.659 -1.773 -0.2173
C 6.180 2.522 -1.028 0.820 -0.318 0.407 -0.4450
C 7.174 3.282 -1.681 -0.798 0.585 0.220 -0.5712
C 7.444 3.078 -3.024 0.313 1.595 0.548 -0.2005
H 6.848 1.936 -4.806 0.203 0.385 0.796 0.3460
H 5.255 0.573 -3.540 -0.289 -0.060 -0.806 0.2741
H 4.773 0.870 -1.148 0.299 0.332 -0.366 0.4626
H 6.091 2.580 0.043 -0.221 0.423 0.270 0.4179
H 7.621 4.181 -1.210 -0.132 -1.014 0.028 0.3049
H 8.136 3.816 -3.454 -0.182 -0.801 -0.280 0.3044
C 2.073 1.670 -1.186 0.156 0.942 -0.919 -0.7864
C 1.894 0.466 -1.822 -1.372 -1.924 0.617 -1.1290
C 0.884 -0.465 -1.413 0.835 0.602 -0.403 -0.3635
C 0.059 -0.132 -0.345 0.500 -0.918 -0.387 -0.0426
C 0.255 1.080 0.257 -0.318 1.778 1.684 0.2442
C 1.227 1.994 -0.158 -0.551 -0.830 -0.195 -0.5678
H 2.758 2.457 -1.567 -0.219 -0.943 0.316 0.7016
H 2.549 0.138 -2.577 0.709 -0.147 -1.062 0.7725
H 0.746 -1.449 -1.895 0.390 0.652 0.090 0.4405
H -0.625 -0.884 0.049 -0.123 0.393 -0.102 0.4267
H -0.346 1.387 1.128 0.087 -0.291 -0.456 -0.3498
H 1.348 2.969 0.238 -0.264 0.623 0.846 0.5088
```
Forces are in eV/Å.

LUMO level (eV): 0.55
Orbital gap (Eh): 0.34738
ΔE to the lowest compared entry with this formula, charge and spin (eV): 1.2609
HOMO energy (Eh): -0.3271

---

# 3
ORCA calculation (ωB97M-V/def2-TZVPD) on an isolated molecule of C14H14N2O2S2 at a distorted geometry.

The geometry in XYZ format:
```
34
Properties=species:S:1:pos:R:3:forces:R:3:mulliken_charge:R:1
O 3.524 -2.364 -2.076 -0.266 -0.292 -0.466 -0.4940
O 1.023 3.265 1.149 -3.535 -0.689 -0.040 -0.5641
N -0.037 -1.578 -1.088 1.812 3.768 -0.911 -0.5125
N -1.571 0.664 -0.264 0.982 0.674 -0.295 -0.3894
S 2.978 0.094 -2.324 -0.443 3.109 -0.483 -0.1807
S -0.929 3.547 -0.539 -1.824 0.496 -1.142 -0.2042
C 3.429 -1.327 -1.473 0.899 -2.966 1.647 0.6803
C -0.225 3.253 1.026 3.603 0.325 2.125 0.7507
C 0.286 -0.294 -1.512 -2.767 -1.366 0.833 0.4596
C -0.576 0.805 -1.112 0.505 0.740 0.219 0.5523
C -2.050 -2.997 1.524 -1.088 -0.733 0.939 -0.5633
C -2.790 -1.902 2.023 1.072 1.726 -2.546 -0.5566
C -1.161 -2.815 0.533 1.004 -3.155 -0.212 -0.2264
C -2.701 -0.672 1.376 2.055 -1.919 -0.292 -0.7105
C -0.919 -1.612 -0.073 -0.018 0.853 -0.120 0.3898
C -1.672 -0.513 0.360 -1.796 -0.070 0.347 0.2833
C 3.808 -1.373 0.019 -1.628 0.268 -0.479 -1.0241
C -1.209 3.238 2.256 2.497 0.396 -0.722 -1.0489
C 1.199 -0.120 -2.673 -0.169 -0.757 -1.146 -0.9193
C -0.286 2.267 -1.629 0.295 -1.424 0.835 -0.8911
H -2.321 -4.011 1.894 0.661 0.849 -0.150 0.3314
H -3.424 -2.028 2.818 -1.605 -0.314 1.700 0.4895
H -0.562 -3.663 0.157 -0.480 0.411 0.182 0.3870
H -3.280 0.179 1.603 -0.570 0.759 0.410 0.4882
H 3.753 -2.393 0.369 -0.244 -0.363 -0.218 0.3233
H 3.124 -0.764 0.603 0.024 0.221 0.107 0.2754
H 4.797 -1.078 0.219 1.326 0.821 -0.047 0.3544
H -2.081 2.741 1.990 -1.687 -0.749 -0.563 0.2813
H -0.752 2.712 3.101 0.166 0.302 -0.213 0.3188
H -1.421 4.273 2.521 -0.026 0.029 0.050 0.3354
H 0.880 0.739 -3.379 0.705 -1.518 1.230 0.3434
H 1.116 -1.102 -3.165 0.077 0.522 -0.440 0.4387
H -0.742 2.431 -2.622 0.387 0.114 0.426 0.4412
H 0.794 2.396 -1.613 0.076 -0.068 -0.563 0.3612
```
Forces are in eV/Å.

SMILES: CC(=O)SCc1nc2ccccc2nc1CSC(C)=O
LUMO level (eV): -0.77
Orbital gap (Eh): 0.30563
ΔE to the lowest compared entry with this formula, charge and spin (eV): 2.5118
HOMO energy (Eh): -0.3340

---

# 4
ORCA calculation (ωB97M-V/def2-TZVPD) on F4H3InN2O11S4 as an isolated structure at a distorted geometry.

The geometry in XYZ format:
```
25
Properties=species:S:1:pos:R:3:forces:R:3:mulliken_charge:R:1
In -0.334 0.785 -1.057 -0.091 -0.213 0.317 0.9241
O -2.683 2.251 -1.962 0.422 -0.042 0.045 -0.3674
H -2.360 2.842 -2.669 -0.046 -0.076 0.049 0.3114
O -1.520 2.019 1.364 0.129 -0.023 -0.233 -0.2858
H -1.565 2.930 1.014 -0.105 0.009 0.101 0.2946
O -2.905 -0.164 -0.044 0.124 -0.002 -0.110 -0.3268
H -2.912 -1.075 0.308 -0.005 0.029 0.172 0.3354
N 2.203 0.863 -2.582 2.194 -1.799 -2.048 -0.2080
S 3.604 1.621 -2.343 1.117 2.476 5.417 1.0415
O 4.267 2.213 -3.467 -0.485 -0.492 0.614 -0.5536
O 4.379 1.022 -1.230 -1.303 1.802 -2.690 -0.5637
F 2.835 2.859 -1.577 0.562 -0.192 -0.568 -0.3181
S 2.972 -0.382 -3.406 -1.889 -2.671 -3.425 1.0562
O 3.884 -1.127 -2.603 0.103 0.312 -0.539 -0.5294
O 3.247 -0.148 -4.839 -0.491 -0.072 3.226 -0.5869
F 1.723 -1.398 -3.481 -0.221 0.667 0.178 -0.2842
N -2.279 -0.897 2.784 4.863 -0.029 -2.024 -0.1950
S -2.608 -2.160 3.590 -6.434 -3.783 5.477 1.0461
O -2.473 -2.163 5.035 1.669 0.470 -1.375 -0.6220
O -2.621 -3.440 2.954 1.200 0.130 -0.896 -0.5967
F -4.176 -1.845 3.590 -0.865 0.461 -0.698 -0.3184
S -0.644 -1.285 2.589 5.125 3.003 0.601 1.1473
O -0.055 -1.029 1.262 -2.055 -0.533 0.897 -0.5460
O 0.042 -2.313 3.388 -2.536 1.066 -1.844 -0.5367
F -0.020 0.021 3.381 -0.981 -0.497 -0.643 -0.3179
```
Forces are in eV/Å.

Multiplicity: 2
⟨S²⟩: 1.7612
LUMO level (spin up / spin down) (eV): -1.06 / -1.78
Orbital gap (spin up / spin down) (Eh): 0.24574 / 0.21907
HOMO energy (spin up / spin down) (Eh): -0.2847 / -0.2846
Total charge: -1